C23H43Cl3N3O4SiZn as an isolated structure in a non-equilibrium geometry. Source: the Open Molecules 2025 dataset; level of theory: the ωB97M-V functional and the def2-TZVPD basis.

Structure (XYZ):
```
78
Properties=species:S:1:pos:R:3
C -1.65 -1.92 -2.81
C -1.15 -2.90 -1.79
H -1.46 -2.29 -3.82
H -1.16 -0.95 -2.66
H -2.74 -1.76 -2.69
C -0.73 -4.14 -2.06
C -0.56 -4.74 -3.42
H -0.45 -4.81 -1.24
H -0.75 -4.04 -4.24
H -1.20 -5.62 -3.58
H 0.47 -5.10 -3.52
Zn -0.03 0.52 0.23
Cl -2.24 0.65 0.87
Cl 0.22 1.56 -1.82
H 0.62 4.80 3.94
H -1.42 5.80 2.98
C 0.95 4.49 2.94
C -1.08 5.50 1.98
N -0.21 4.34 2.08
H 1.49 3.54 3.00
C -0.42 3.19 1.43
O 0.35 2.21 1.53
H -1.94 5.23 1.36
H -1.33 3.14 0.82
H 1.61 5.28 2.55
H -0.54 6.35 1.53
H 1.58 -1.45 -2.57
H 2.10 -3.40 -0.98
C 2.43 -0.87 -2.18
C 3.06 -2.87 -0.91
N 2.85 -1.44 -0.91
H 2.12 0.18 -2.05
C 2.83 -0.77 0.27
O 2.19 0.27 0.50
H 3.56 -3.15 0.03
H 3.44 -1.28 1.05
H 3.26 -0.95 -2.90
H 3.69 -3.15 -1.76
O 0.01 -1.48 -0.31
C -1.06 -2.30 -0.37
C 0.15 -3.81 1.28
C -1.05 -3.35 0.76
H 1.08 -3.34 0.95
C 0.16 -4.85 2.22
H -1.96 -1.68 -0.23
C -2.26 -3.84 1.26
H 1.12 -5.21 2.58
C -1.05 -5.41 2.66
C -2.26 -4.88 2.18
H -3.18 -3.39 0.87
H -1.03 -6.25 3.36
H -3.21 -5.29 2.54
Si -0.43 4.64 -4.42
Cl -0.69 2.96 -5.61
C 1.40 4.74 -4.06
C -1.52 4.38 -2.93
C -0.97 6.14 -5.41
H 1.73 3.82 -3.56
H 1.61 5.60 -3.41
H 1.97 4.86 -4.99
H -0.33 6.29 -6.29
H -0.90 7.05 -4.79
H -2.01 6.04 -5.76
H -1.14 3.53 -2.33
H -2.54 4.14 -3.24
H -1.53 5.27 -2.29
C 1.03 -2.24 4.85
N 0.12 -1.12 4.71
C -0.43 -0.51 5.91
C -0.13 -0.59 3.48
O 0.46 -0.91 2.44
H 1.36 -2.26 5.89
H 1.88 -2.13 4.16
H 0.53 -3.19 4.61
H 0.00 0.49 6.08
H -1.52 -0.38 5.79
H -0.21 -1.17 6.76
H -0.95 0.15 3.50
```

Summary:
HOMO = -4.41 eV
LUMO = 2.310 eV
HOMO-LUMO gap = 6.72 eV
Net charge = -1

C23H43IO11SSi2 as an isolated structure in a non-equilibrium geometry. Source: the Open Molecules 2025 dataset; level of theory: the ωB97M-V functional and the def2-TZVPD basis.

Structure (XYZ):
```
81
Properties=species:S:1:pos:R:3
O 2.21 0.36 1.63
C 1.73 1.69 1.86
C 0.96 2.30 0.59
Si 1.51 1.55 -1.07
C 2.72 2.81 -1.92
C 4.22 2.64 -1.47
C 4.81 1.18 -1.65
S 5.31 0.55 0.02
O 0.26 1.28 -2.20
Si -0.89 0.11 -1.71
C -0.28 -1.14 -0.43
C 0.83 -2.13 -1.05
C 0.56 -3.65 -0.72
I 2.40 -4.41 0.23
C -2.51 1.00 -1.23
C -2.61 2.39 -0.82
C -3.88 3.04 -0.50
C -5.11 2.26 -0.61
C -5.08 0.84 -1.00
C -3.78 0.23 -1.31
H 3.15 0.28 1.88
H 1.03 1.64 2.74
H 2.60 2.33 2.17
H -0.14 2.24 0.78
H 1.26 3.39 0.58
H 2.27 0.31 -0.91
H 2.34 3.83 -1.62
H 2.54 2.71 -3.02
H 4.34 3.04 -0.43
H 4.83 3.32 -2.13
H 4.17 0.48 -2.23
H 5.77 1.29 -2.24
H 4.76 -0.68 0.23
H -1.22 -0.67 -2.93
H 0.02 -0.72 0.56
H -1.16 -1.82 -0.21
H 1.87 -1.81 -0.80
H 0.71 -2.01 -2.17
H -0.30 -3.84 -0.04
H 0.42 -4.23 -1.67
H -1.68 3.00 -0.74
H -3.91 4.11 -0.21
H -6.11 2.72 -0.41
H -6.02 0.25 -1.09
H -3.78 -0.85 -1.62
C -4.30 -7.51 -2.53
O -2.94 -7.29 -2.87
C -2.07 -7.55 -1.88
O -2.36 -7.93 -0.78
O -0.84 -7.30 -2.33
C 0.19 -7.53 -1.37
H -4.91 -7.27 -3.40
H -4.47 -8.56 -2.27
H -4.61 -6.86 -1.71
H 0.21 -8.58 -1.07
H 0.07 -6.88 -0.51
H 1.15 -7.30 -1.85
C 1.08 -2.12 7.65
O 0.43 -2.44 6.41
C 1.21 -2.32 5.34
O 2.37 -1.98 5.34
O 0.49 -2.65 4.26
C 1.21 -2.57 3.03
H 0.35 -2.25 8.44
H 1.91 -2.79 7.83
H 1.41 -1.08 7.65
H 2.05 -3.26 3.03
H 1.55 -1.55 2.84
H 0.53 -2.86 2.23
C -2.11 8.88 0.11
O -0.89 8.50 -0.52
C -0.90 7.27 -1.05
O -1.83 6.50 -1.02
O 0.29 7.04 -1.61
C 0.42 5.75 -2.21
H -1.97 9.89 0.50
H -2.93 8.89 -0.60
H -2.33 8.21 0.95
H -0.31 5.64 -3.02
H 0.29 4.96 -1.47
H 1.42 5.68 -2.63
```

Summary:
HOMO = -9.08 eV
LUMO = 0.239 eV
HOMO-LUMO gap = 9.32 eV
Net charge = 0

A 2-piece molecular cluster, C23H44BBr2ClF3IN5O2 overall in a non-equilibrium geometry. Source: the Open Molecules 2025 dataset; level of theory: the ωB97M-V functional and the def2-TZVPD basis.

Structure (XYZ):
```
82
Properties=species:S:1:pos:R:3
C -3.63 -0.49 4.24
C -2.35 -0.27 3.42
I -0.80 -1.54 4.20
C -2.59 -0.34 1.88
C -1.58 -1.05 1.01
N -1.46 -2.32 0.82
C -2.18 -3.46 1.42
C -3.58 -3.35 2.00
C -4.77 -3.58 1.07
F -4.45 -4.46 0.08
Br -5.42 -1.93 0.25
C -5.96 -4.17 1.87
F -6.09 -3.45 3.00
F -7.10 -4.09 1.21
Br -5.64 -6.02 2.33
C -0.29 -2.66 -0.09
C 0.57 -3.81 0.50
C 0.27 -5.25 0.12
O -0.46 -5.95 0.70
Cl 1.22 -5.83 -1.23
C -0.63 -2.81 -1.59
C -1.94 -3.44 -2.10
N -1.92 -3.22 -3.54
N -3.06 -2.74 -1.48
N -2.00 -4.87 -1.80
C 0.53 -1.37 0.06
C -0.57 -0.29 0.18
B 0.09 1.03 0.80
O -0.06 1.23 2.16
N 0.88 1.89 0.00
C 0.66 1.84 -1.46
C 0.95 3.29 0.46
H -4.47 0.02 3.76
H -3.88 -1.55 4.38
H -3.50 -0.07 5.24
H -1.98 0.73 3.64
H -3.60 -0.70 1.68
H -2.56 0.71 1.53
H -2.17 -4.25 0.67
H -1.54 -3.81 2.23
H -3.75 -2.45 2.58
H -3.62 -4.18 2.72
H 0.52 -3.76 1.59
H 1.60 -3.60 0.20
H -0.58 -1.82 -2.06
H 0.19 -3.40 -2.01
H -2.72 -3.66 -3.99
H -1.08 -3.62 -3.96
H -3.00 -1.75 -1.73
H -3.94 -3.06 -1.88
H -2.41 -5.06 -0.89
H -2.56 -5.36 -2.48
H 1.07 -1.39 1.02
H 1.20 -1.24 -0.79
H -1.06 -0.12 -0.79
H 0.70 1.66 2.57
H 0.81 0.82 -1.83
H -0.34 2.19 -1.74
H 1.40 2.47 -1.95
H 1.45 3.89 -0.31
H 1.53 3.37 1.38
H -0.05 3.72 0.63
C 4.84 3.06 -1.97
C 4.02 4.35 -1.92
C 4.69 5.54 -2.61
C 6.03 5.95 -2.00
C 5.97 6.31 -0.51
C 5.06 7.49 -0.21
H 5.79 3.17 -1.46
H 4.30 2.24 -1.49
H 5.04 2.77 -3.01
H 3.80 4.60 -0.88
H 3.05 4.18 -2.41
H 4.00 6.39 -2.60
H 4.85 5.29 -3.66
H 6.41 6.81 -2.56
H 6.76 5.16 -2.15
H 6.99 6.54 -0.18
H 5.66 5.44 0.07
H 5.38 8.38 -0.75
H 5.08 7.73 0.86
H 4.03 7.29 -0.48
```

Summary:
HOMO = -12.27 eV
LUMO = -3.070 eV
HOMO-LUMO gap = 9.20 eV
Net charge = +1